1.
{"formula": "C5H11P", "method": "ωB97M-V/def2-TZVPD", "symbols": ["C", "C", "C", "C", "C", "P", "H", "H", "H", "H", "H", "H", "H", "H", "H", "H", "H"], "positions_angstrom": [[0.6215, -0.0916, -0.5961], [1.9322, 0.0029, -0.4947], [2.6526, 0.1978, 0.8354], [-1.8514, -1.3701, 0.1045], [-1.4845, 1.3926, 0.0334], [-0.6242, -0.0812, 0.7391], [0.0301, -0.3378, -1.7870], [2.5021, -0.0488, -1.3075], [3.3487, -0.6351, 1.0061], [2.1015, 0.0356, 1.7315], [3.2276, 1.2443, 0.9723], [-2.9250, -1.0635, 0.5536], [-1.8104, -1.4384, -0.8973], [-1.6028, -2.3594, 0.3825], [-1.7848, 1.2919, -0.9453], [-2.4838, 1.5708, 0.4492], [-0.8597, 2.1722, 0.0447]], "atomic_forces_ev_per_a": [[-2.6508, -1.5717, -3.4379], [-1.7561, 0.6476, 4.1893], [1.8563, 1.1929, -0.0491], [-1.5600, 1.9018, 4.1510], [-2.5605, -2.6333, 1.6325], [-0.6603, -0.0776, -0.4758], [2.1530, 0.8929, 3.5041], [2.3725, -0.1471, -3.3058], [0.6096, 0.4064, -0.6707], [-1.3788, 0.4789, 0.3831], [-1.2099, -2.4328, -0.6012], [2.4337, -0.8440, -1.2558], [-0.4161, 0.4704, -3.8120], [0.2228, -1.0101, 1.0677], [-0.1098, -0.8550, -2.7613], [0.5037, 0.2970, 0.8766], [2.1508, 3.2838, 0.5651]], "lowdin_charge": [-0.356, -0.237, -0.133, -0.303, -0.318, 0.849, 0.162, 0.040, 0.063, 0.017, 0.121, 0.095, -0.039, 0.002, 0.005, 0.048, -0.016], "homo_ev": -8.66, "spin_multiplicity": 1, "e_tot_ha": -538.35767}

---

2.
{"formula": "C5H11PS", "method": "ωB97M-V/def2-TZVPD", "symbols": ["C", "C", "C", "C", "C", "P", "S", "H", "H", "H", "H", "H", "H", "H", "H", "H", "H", "H"], "positions_angstrom": [[-1.3045, -0.6128, 1.0256], [-1.9322, 0.0803, -0.2368], [0.0023, -1.1446, 0.5392], [-0.8077, 1.0417, -0.5942], [2.0107, 0.8708, -0.1808], [0.6006, -0.1449, -0.9117], [2.7666, -1.9643, -2.1499], [-1.0198, 0.2222, 1.7120], [-1.8431, -1.4092, 1.5366], [-1.8579, -0.7729, -1.0091], [-2.9259, 0.4692, -0.1118], [0.8714, -1.0414, 1.4195], [0.1113, -2.1405, 0.2583], [-1.1658, 1.8018, -1.3531], [-0.6502, 1.6261, 0.2962], [1.9057, 1.9435, -0.0837], [2.3965, 0.3943, 0.7401], [2.8418, 0.7808, -0.8964]], "atomic_forces_ev_per_a": [[-0.2261, 1.0985, 0.0008], [1.4524, -2.7751, -0.0712], [4.0485, 1.4198, 2.3482], [-1.5846, 0.9915, -1.4814], [1.0804, -1.0958, -0.6958], [0.7134, 1.4880, 0.9044], [-0.5676, 0.3612, 0.1841], [-0.7475, -0.7938, -0.0009], [-0.4435, 0.3158, -0.0326], [-1.0339, 1.2617, 0.6870], [-0.3239, 0.2269, -0.0596], [-2.1613, -0.2633, -2.2054], [-0.5602, -1.9244, -0.3870], [0.8780, -1.1058, 0.2886], [0.6625, 0.3611, 0.3669], [-0.6752, 0.1234, 0.3032], [-0.4030, 0.4160, -0.2848], [-0.1083, -0.1058, 0.1355]], "lowdin_charge": [-0.269, -0.266, -0.399, -0.388, -0.312, 0.851, -0.029, 0.110, 0.106, 0.116, 0.097, 0.138, 0.028, 0.100, 0.064, 0.028, 0.034, -0.009], "homo_ev": [-8.93, -8.82], "spin_multiplicity": 1, "e_tot_ha": -936.50416}